{
  "formula": "C3H10NO",
  "method": "ωB97M-V/def2-TZVPD",
  "elements": ["C", "N", "H", "H", "H", "H", "C", "O", "C", "H", "H", "H", "H", "H", "H"],
  "xyz": [[0.75736, 0.96124, 2.71910], [1.51992, 1.17295, 1.73515], [-0.10194, 1.59879, 2.93860], [0.81152, 0.03849, 3.32224], [2.24334, 0.50153, 1.48257], [1.48704, 1.94796, 1.06321], [-1.16240, -0.55578, -1.06349], [-1.29808, -0.36269, -2.45361], [0.20104, -1.14251, -0.82805], [-1.37393, 0.35905, -0.49072], [-1.89507, -1.31071, -0.71393], [-2.18331, -0.01339, -2.57190], [0.51536, -1.62766, 0.11431], [0.18776, -2.05139, -1.48652], [0.98047, -0.46190, -1.18875]],
  "forces_ev_per_a": [[-1.36, -0.54, 0.42], [0.82, -0.23, -0.78], [0.48, 0.27, -0.14], [0.50, 0.52, -0.41], [0.01, -0.09, 0.23], [-0.48, 0.04, 0.61], [-0.74, -0.81, 1.14], [0.08, 0.27, 0.32], [0.81, -1.46, -1.08], [0.18, 0.11, -0.15], [0.08, 0.36, -0.09], [-0.15, 0.07, -0.42], [-0.71, 0.81, 0.16], [0.43, 0.88, 0.17], [0.03, -0.20, 0.02]],
  "gap_ha": 0.2674,
  "charge": 1
}


{
  "formula": "C25H42BCl2F4N2O12S3",
  "method": "ωB97M-V/def2-TZVPD",
  "elements": ["C", "C", "C", "C", "C", "O", "O", "B", "N", "C", "Cl", "C", "C", "Cl", "O", "C", "C", "O", "C", "F", "F", "F", "C", "O", "N", "C", "O", "F", "H", "H", "H", "H", "H", "H", "H", "H", "H", "H", "H", "H", "H", "H", "H", "H", "H", "H", "C", "C", "C", "S", "O", "O", "C", "H", "H", "H", "H", "H", "H", "H", "H", "C", "C", "C", "S", "O", "O", "C", "H", "H", "H", "H", "H", "H", "H", "H", "C", "C", "C", "S", "O", "O", "C", "H", "H", "H", "H", "H", "H", "H", "H"],
  "xyz": [[2.98663, -3.95196, 0.13692], [2.57980, -4.40472, -1.38801], [1.36544, -3.46528, -2.05282], [1.33972, -4.10521, -3.59812], [1.15914, -2.97221, -4.76865], [-0.06172, -3.20367, -5.61038], [2.00247, -2.11244, -1.92086], [1.12524, -1.14233, -1.23843], [0.36820, -0.43010, -2.34389], [1.65747, -0.31321, 0.07717], [1.26252, -1.07959, 1.75547], [2.38103, 0.98691, 0.08003], [2.73321, 1.75241, -1.33615], [2.92667, 1.89737, 1.64508], [0.09394, -2.03538, -0.63392], [-0.06166, -3.39099, -1.25013], [-0.41855, -4.48345, -0.08224], [-1.68845, -5.20286, -0.26247], [-1.49192, -6.58775, -0.71723], [-0.61368, -6.71398, -1.92598], [-1.08922, -7.52644, 0.37055], [-2.85045, -7.06579, -1.17362], [-1.47021, -3.20867, -2.06819], [-1.83518, -4.05000, -3.07564], [-2.51704, -2.12484, -1.74767], [-3.11672, -2.32192, -0.37383], [-4.41077, -2.71960, -0.33281], [-2.45427, -2.07819, 0.92792], [3.58771, -4.85601, 0.63158], [3.79788, -3.08469, 0.01641], [2.08803, -3.64091, 0.81891], [2.26519, -5.55309, -1.46482], [3.58412, -4.33006, -2.02945], [2.37865, -4.65140, -3.81672], [0.52533, -4.97179, -3.70015], [2.06862, -3.09804, -5.53171], [1.20359, -1.86194, -4.40077], [-0.61191, -2.37229, -5.51073], [-0.33364, 0.25281, -1.98269], [1.01365, 0.01422, -3.05116], [3.53559, 1.19996, -1.99048], [1.71529, 1.80634, -1.95363], [3.01181, 2.89072, -1.12024], [-0.53238, -3.86127, 0.92994], [0.40958, -5.28271, 0.12734], [-2.12400, -1.16895, -1.88874], [4.08335, 4.27802, 6.62714], [3.77078, 2.94137, 5.95614], [4.32659, 3.00089, 4.53431], [5.70666, 4.13427, 4.58434], [5.37898, 5.29470, 3.78298], [6.93933, 3.39279, 4.40778], [5.54099, 4.57078, 6.30412], [3.91060, 4.24074, 7.70668], [3.44093, 5.06145, 6.20764], [4.26099, 2.13168, 6.51025], [2.69646, 2.73225, 5.95165], [4.67338, 2.02098, 4.19661], [3.58794, 3.39709, 3.83210], [5.81190, 5.61757, 6.45180], [6.20954, 3.92348, 6.87952], [2.65163, 7.52416, -0.94619], [2.10313, 7.94505, -2.30877], [1.87939, 6.67361, -3.12573], [1.55810, 5.37144, -1.94557], [2.64249, 4.41426, -2.00920], [0.16724, 4.97507, -2.03967], [1.77232, 6.37102, -0.48593], [2.63785, 8.35081, -0.22989], [3.68910, 7.18576, -1.05378], [1.14898, 8.46834, -2.17200], [2.78258, 8.63106, -2.82417], [1.02393, 6.77316, -3.79864], [2.77213, 6.40179, -3.69565], [2.22430, 5.77744, 0.31053], [0.78524, 6.72755, -0.17672], [-7.66790, -1.28113, 0.57680], [-7.68477, -2.61398, -0.17008], [-8.46038, -3.61128, 0.68892], [-9.62010, -2.64863, 1.64810], [-9.26000, -2.75334, 3.04650], [-10.96406, -2.90812, 1.17180], [-9.09659, -1.05438, 1.04817], [-7.32034, -0.46282, -0.06054], [-6.99409, -1.34912, 1.43923], [-8.19143, -2.48534, -1.13429], [-6.67239, -2.97475, -0.37702], [-9.00671, -4.33161, 0.07478], [-7.80109, -4.13850, 1.38394], [-9.17361, -0.31178, 1.84416], [-9.74812, -0.78075, 0.21289]],
  "forces_ev_per_a": [[1.25, -0.53, -0.50], [-0.39, -0.62, 0.72], [2.96, -0.81, -0.59], [-0.08, 0.28, -0.49], [0.84, -0.33, -1.06], [0.57, 1.98, 1.40], [-0.64, -2.04, -0.58], [-1.57, -2.29, -0.66], [0.14, 1.85, -0.85], [3.09, 4.87, 1.82], [0.70, 1.19, -1.74], [-1.83, -3.45, -1.23], [-0.96, 0.45, 0.85], [-0.75, -1.27, -2.05], [-1.20, -3.25, 0.53], [-0.41, 3.37, 0.78], [1.69, 0.53, 1.85], [1.62, -4.18, -1.47], [-2.29, 0.15, -1.07], [-2.58, 0.20, 4.58], [-0.86, 3.14, -3.82], [4.71, 1.48, 1.66], [-1.71, -4.87, -6.13], [2.45, 5.63, 6.69], [1.11, -1.21, 2.77], [-6.97, -1.68, 0.20], [9.12, 2.73, 0.40], [-1.59, -0.63, -4.22], [-1.41, 1.85, -0.89], [-2.17, -1.66, 0.52], [1.84, -0.46, -1.42], [0.54, 2.31, 0.36], [-2.51, 0.16, 1.16], [-2.20, 1.38, 0.71], [1.53, 2.24, 0.27], [-1.85, 0.24, 1.67], [-0.23, -2.36, -0.28], [0.90, -1.64, -0.07], [1.07, -0.31, -0.58], [-1.25, -0.33, 1.13], [-1.48, 1.00, 1.52], [2.27, -0.22, 1.36], [-0.32, -3.38, -0.31], [0.11, -1.25, -2.40], [-1.31, 1.71, -0.72], [0.20, -1.04, 0.60], [-0.22, 0.11, 0.10], [-0.16, -0.22, 0.22], [-0.45, -0.44, -0.08], [0.30, -0.31, -0.21], [0.33, -0.24, 0.13], [-0.32, 0.56, -0.15], [-0.03, 0.25, 0.57], [0.02, 0.04, -0.14], [0.11, -0.06, 0.07], [-0.07, 0.12, -0.07], [0.19, -0.01, -0.04], [0.01, 0.30, -0.13], [0.24, 0.00, 0.06], [0.09, -0.13, -0.16], [-0.04, 0.08, -0.15], [0.25, 0.11, 0.05], [-0.05, 0.37, -0.02], [0.09, 0.45, -0.60], [-0.53, -0.20, 0.18], [-0.57, 1.12, -0.47], [0.70, -0.16, -0.07], [0.13, 0.26, 0.49], [0.03, -0.14, -0.08], [-0.14, 0.02, 0.08], [0.13, -0.08, -0.01], [-0.13, -0.10, 0.05], [0.15, -0.24, 0.11], [-0.16, -0.10, 0.13], [-0.13, -0.11, -0.16], [0.09, -0.14, -0.09], [0.28, 0.03, 0.05], [0.27, -0.03, -0.37], [0.35, -0.45, -0.30], [-0.18, -0.04, -0.10], [-0.40, -0.03, -0.26], [0.21, -0.01, 0.49], [0.15, 0.56, -0.12], [-0.03, -0.12, 0.12], [-0.08, 0.04, -0.13], [0.03, 0.00, 0.13], [-0.25, 0.09, 0.05], [-0.03, 0.09, 0.28], [-0.18, 0.12, -0.01], [-0.14, -0.19, 0.00], [0.01, -0.10, 0.15]],
  "gap_ha": 0.2805,
  "charge": -1
}


{
  "formula": "C6H9NO",
  "method": "ωB97M-V/def2-TZVPD",
  "elements": ["C", "C", "C", "N", "C", "C", "C", "O", "H", "H", "H", "H", "H", "H", "H", "H", "H"],
  "xyz": [[0.10228, -1.36528, -1.39467], [-0.63411, 0.83851, -0.50930], [0.20577, -0.23571, -0.40373], [1.34160, 0.60829, 1.60912], [-0.99246, -0.63230, 1.15886], [0.89749, -0.46784, 0.83283], [-1.00084, 1.98746, -1.01556], [-1.70617, -1.58135, 1.07022], [2.20941, 0.46382, 2.10205], [1.28027, 1.53700, 1.21677], [-0.99317, 0.23192, 1.82563], [1.39869, -1.42001, 0.96148], [0.43274, -1.02673, -2.37874], [0.71738, -2.22219, -1.11579], [-0.93087, -1.70595, -1.48117], [-0.37040, 2.55086, -1.70158], [-1.95762, 2.43950, -0.77641]],
  "forces_ev_per_a": [[-0.12, -0.16, -0.11], [0.78, -0.09, -0.39], [-0.33, 0.48, -0.26], [0.12, 0.19, 0.44], [1.75, -1.33, 1.08], [-1.54, -0.18, -0.07], [-0.19, 0.14, 0.07], [0.01, 0.42, -0.37], [-0.18, -0.04, 0.00], [0.00, -0.21, -0.25], [-0.27, 0.52, -0.34], [0.02, 0.14, -0.03], [-0.05, 0.07, 0.07], [-0.05, 0.11, 0.11], [0.02, 0.02, 0.01], [0.04, -0.07, 0.03], [-0.01, -0.03, 0.01]],
  "gap_ha": 0.3023
}


{
  "formula": "C8H19N4OSi",
  "method": "ωB97M-V/def2-TZVPD",
  "elements": ["C", "C", "C", "C", "C", "C", "C", "C", "N", "N", "N", "N", "O", "Si", "H", "H", "H", "H", "H", "H", "H", "H", "H", "H", "H", "H", "H", "H", "H", "H", "H", "H", "H"],
  "xyz": [[-1.47656, 1.22536, -0.03816], [-1.91531, -0.97756, 0.34393], [0.18511, -0.09916, 1.05902], [-1.78936, 2.46485, -0.74527], [-4.07607, -1.74455, 0.03334], [3.42851, -0.14023, 0.86133], [1.91944, 0.72811, -1.69618], [2.11449, -2.45522, -0.80055], [-2.14353, 0.08345, -0.33932], [-0.46112, 1.18727, 0.81190], [-0.80400, -1.05255, 1.17097], [0.28337, 2.30249, 1.03744], [-2.78125, -1.97072, 0.53947], [2.11667, -0.62466, -0.35602], [0.72465, -0.07527, 2.05060], [-1.46144, 3.28683, -0.15354], [-2.83492, 2.49996, -0.92770], [-1.38119, 2.45110, -1.77089], [-4.30917, -2.59293, -0.66518], [-4.05595, -0.70461, -0.45839], [-4.86630, -1.60495, 0.71762], [4.31525, -0.62504, 0.52033], [3.43115, 1.07575, 0.91890], [3.27409, -0.34451, 1.89836], [1.67256, 1.71766, -1.28343], [2.73890, 0.94712, -2.43131], [1.08418, 0.45328, -2.36313], [1.76614, -3.10656, 0.05022], [1.43195, -2.46578, -1.70067], [3.06778, -2.79137, -1.11438], [-0.54408, -1.78311, 1.82068], [0.09021, 2.66374, 1.94210], [1.25584, 2.07178, 1.06789]],
  "forces_ev_per_a": [[0.97, -1.52, -0.35], [1.62, -1.72, 3.92], [3.79, 0.66, -0.34], [-0.30, -0.16, -0.44], [-0.64, 1.26, -3.42], [-1.08, 3.27, -0.04], [0.11, -0.26, -1.02], [-2.14, 0.88, 0.01], [-0.30, 1.76, -1.04], [-0.43, -1.30, -0.81], [-2.47, -1.53, -0.94], [0.55, 1.42, -0.06], [1.28, 0.77, 0.18], [-1.78, 1.44, 1.28], [-0.57, 0.38, -0.96], [0.24, 0.80, -0.12], [-1.07, 0.13, 0.09], [0.40, -0.03, 0.55], [0.13, 1.09, 0.57], [-0.19, -1.98, 0.01], [-0.36, -0.56, 1.70], [1.17, 0.30, -0.05], [0.65, -2.80, -0.66], [-0.24, -0.80, 0.64], [0.00, -0.39, 0.24], [-0.27, -0.56, 0.90], [0.04, 0.04, 0.30], [0.13, 0.67, -1.02], [0.49, -0.63, 1.00], [1.09, -0.27, -0.31], [-1.07, -0.44, -0.37], [-0.46, 0.45, 0.98], [0.69, -0.35, -0.40]],
  "gap_ha": 0.3029,
  "charge": 1
}


{
  "formula": "CH3N5Se",
  "method": "ωB97M-V/def2-TZVPD",
  "elements": ["C", "N", "N", "N", "N", "N", "Se", "H", "H", "H"],
  "xyz": [[-0.41119, -0.72147, -0.08470], [-0.14678, -1.99422, -0.00616], [1.12377, -2.11460, 0.11001], [1.73931, -0.96647, 0.08921], [0.79652, -0.06808, -0.12763], [0.95937, 1.29843, -0.31595], [-3.43665, -0.10311, 0.21712], [0.18562, 1.89420, -0.11337], [1.79015, 1.70686, -0.06169], [-2.60011, 1.06846, 0.29315]],
  "forces_ev_per_a": [[-0.72, 0.47, -0.40], [-2.86, 0.20, 0.15], [2.81, -0.72, 0.42], [0.52, 0.59, -0.69], [-2.62, 0.69, 0.96], [-1.22, -0.96, -1.45], [2.46, -0.81, -0.40], [-0.71, -0.47, 0.36], [2.44, 0.25, 0.93], [-0.09, 0.75, 0.12]],
  "gap_ha": [0.2217, 0.2234]
}


{
  "formula": "C4H4O2",
  "method": "ωB97M-V/def2-TZVPD",
  "elements": ["C", "C", "C", "H", "H", "H", "H", "O", "C", "O"],
  "xyz": [[1.36274, -1.05122, -0.41410], [1.10991, 0.08776, 0.05794], [0.45063, 1.22169, 0.44313], [0.70209, -1.92173, -0.42547], [2.28111, -1.50062, -0.90618], [0.55257, 1.47080, 1.44944], [0.02928, 1.95501, -0.18970], [-2.05525, -1.11004, 0.45588], [-2.17771, -0.08161, 0.00395], [-2.25537, 0.92996, -0.47489]],
  "forces_ev_per_a": [[2.11, -4.51, -2.00], [-3.14, 4.89, 0.91], [2.83, -3.30, -0.86], [-0.73, 0.67, 0.42], [-0.48, 1.54, 0.83], [0.02, 0.53, 1.65], [-0.34, 0.24, -0.88], [0.15, -3.28, 1.57], [0.40, -0.95, 0.27], [-0.82, 4.17, -1.92]],
  "smiles": "C=C=C.O=C=O",
  "gap_ha": 0.3780
}


For each record above, in turn, the calculated M values are 76.12 816.52 111.14 215.35 164.03 84.07 g mol⁻¹.
For each record above, in turn, the calculated energy values are -6802.273 -123246.581 -9901.390 -24481.524 -73875.019 -8305.908 eV.
For each record above, in turn, the calculated ΔE to the lowest compared entry with this formula, charge and spin values are 47.0 251.6 97.2 0.0 95.6 27.0 kcal per mole.